Below is a cluster of 3 separate species, C4H13NO2 in total, with properties calculated with ωB97M-V with the def2-TZVPD basis set.

Each line ends with the Löwdin spin population.
CARTESIAN COORDINATES (ANGSTROEM)
O1 3.31 -2.18 1.57  0.235
H1 3.17 -3.36 -1.39  0.041
C1 -1.53 1.74 1.02  0.013
H2 3.07 -1.80 -1.49  0.106
H3 -0.99 2.68 0.94  0.003
H4 -2.10 1.77 1.95  0.002
H5 3.90 -1.42 1.75  0.103
C2 -0.52 0.46 -0.67  0.057
N1 -2.46 1.70 -0.16  0.002
H6 0.36 0.78 1.34  0.049
H7 -0.07 -0.45 -1.03  0.025
C3 -0.58 0.57 0.84  0.059
H8 2.70 -1.77 0.93  0.080
H9 -2.05 1.08 -2.10  0.001
H10 0.06 1.29 -1.07  0.023
H11 -3.39 1.49 0.18  0.001
O2 2.63 -2.63 -1.72  0.179
H12 -0.97 -0.36 1.25  0.013
C4 -1.96 0.66 -1.10  0.008
H13 -2.57 -0.24 -1.05  0.001

Summary:
* max |F|: 0.961 eV/Å
* 2S+1: 2
* energy above the lowest of the compared OMol25 structures with the same formula, charge and spin: 2.36 kcal/mol
* ⟨S²⟩: 0.750
* charge: -1
* energy: -9942.695 eV

***

Below is a cluster of 2 separate species, C4H13NO2 in total in a non-equilibrium geometry, with properties calculated with ωB97M-V with the def2-TZVPD basis set.

Each line ends with the Löwdin spin population.
CARTESIAN COORDINATES (ANGSTROEM)
H1 -1.02 0.19 2.51  0.000
H2 -1.44 2.52 2.11  0.001
H3 -0.30 -2.12 1.23  0.003
C1 -0.16 -1.08 0.95  0.017
C2 -0.10 -1.01 -0.58  0.091
H4 -2.17 -0.81 1.71  0.000
H5 0.28 -0.03 -0.89  0.034
H6 3.19 0.28 -3.51  0.126
O1 3.08 -0.54 -2.97  0.405
O2 0.74 -2.03 -1.06  0.106
H7 1.59 -1.70 -1.41  0.035
N1 -1.71 0.96 0.75  0.001
H8 0.82 -0.71 1.24  0.011
C3 -1.12 2.21 1.12  0.020
C4 -1.28 -0.20 1.53  0.003
H9 4.01 -0.86 -2.99  0.123
H10 -1.56 3.02 0.52  0.003
H11 -1.07 -1.15 -1.08  0.006
H12 -0.03 2.28 1.07  0.011
H13 -1.76 0.79 -0.24  0.004

Summary:
* max |F|: 1.162 eV/Å
* 2S+1: 2
* energy above the lowest of the compared OMol25 structures with the same formula, charge and spin: 14.10 kcal/mol
* ⟨S²⟩: 0.750
* charge: -1
* energy: -9942.186 eV

***

Below is a cluster of 2 separate species, C4H13NO2 in total in a non-equilibrium geometry, with properties calculated with ωB97M-V with the def2-TZVPD basis set.

Each line ends with the natural charge from an NBO analysis.
CARTESIAN COORDINATES (ANGSTROEM)
H1 -0.32 0.54 -1.91  0.369
H2 0.50 -6.11 -0.03  0.463
H3 3.13 1.63 -0.86  0.202
O1 0.40 -5.27 -0.52  -0.923
O2 -2.49 0.83 0.87  -0.718
H4 -0.05 -0.23 0.12  0.187
H5 1.41 1.77 1.44  0.209
C1 1.23 1.54 0.37  -0.408
C2 -1.12 1.08 1.20  -0.069
H6 2.83 0.01 -0.09  0.208
H7 -2.46 0.92 -0.10  0.480
H8 1.16 2.50 -0.13  0.198
N1 -0.59 1.14 -1.21  -0.870
H9 -1.02 2.18 1.23  0.138
C3 2.34 0.87 -0.44  -0.599
H10 1.31 -5.15 -0.75  0.460
H11 -0.43 2.13 -1.67  0.365
C4 -0.14 0.85 0.14  -0.084
H12 1.84 0.59 -1.31  0.199
H13 -0.93 0.63 2.17  0.194

Summary:
* max |F|: 4.405 eV/Å
* energy above the lowest of the compared OMol25 structures with the same formula, charge and spin: 38.21 kcal/mol
* energy: -9942.540 eV

***

Below is a cluster of 2 separate species, C4H13NO2 in total in a non-equilibrium geometry, with properties calculated with ωB97M-V with the def2-TZVPD basis set.

Each line ends with the natural charge from an NBO analysis.
CARTESIAN COORDINATES (ANGSTROEM)
H1 1.08 -3.69 -0.29  0.215
H2 0.65 2.32 -2.16  0.459
H3 -0.11 -1.62 1.29  0.206
N1 0.40 0.37 -0.42  -0.672
H4 1.23 -2.19 -1.25  0.196
H5 1.38 0.29 1.31  0.188
C1 1.30 -0.36 0.42  -0.194
C2 0.76 -2.66 -0.38  -0.620
H6 1.66 -2.16 1.50  0.207
H7 -0.68 2.20 -0.10  0.151
O1 -4.71 2.12 0.74  -0.942
H8 -4.34 1.43 0.20  0.471
H9 0.32 0.17 -1.41  0.357
C3 0.32 1.85 -0.32  0.092
C4 0.87 -1.78 0.86  -0.410
H10 -0.29 -2.70 -0.70  0.208
H11 0.92 1.98 0.58  0.161
H12 2.32 -0.46 0.01  0.160
H13 -4.09 2.33 1.43  0.471
O2 1.02 2.57 -1.31  -0.706

Summary:
* max |F|: 3.082 eV/Å
* energy above the lowest of the compared OMol25 structures with the same formula, charge and spin: 32.21 kcal/mol
* energy: -9942.800 eV

***

Below is a cluster of 3 separate species, C4H13NO2 in total in a non-equilibrium geometry, with properties calculated with ωB97M-V with the def2-TZVPD basis set.

Each line ends with the natural charge from an NBO analysis.
CARTESIAN COORDINATES (ANGSTROEM)
H1 1.68 -2.09 1.67  0.361
C1 -0.06 -1.23 -0.89  -0.225
C2 1.59 -0.19 0.75  -0.245
H2 2.65 -0.24 0.49  0.203
H3 -2.41 0.65 2.14  0.474
O1 0.08 3.12 -0.44  -0.945
C3 0.85 -0.31 -0.59  -0.193
H4 1.05 0.53 -1.25  0.201
N1 1.26 -1.16 1.77  -0.827
H5 -2.02 -0.42 1.06  0.473
H6 -0.33 2.34 -0.12  0.479
H7 -0.12 -2.09 -0.23  0.183
O2 -2.38 0.49 1.18  -0.946
H8 1.32 0.80 1.13  0.185
H9 -0.26 -0.95 -2.99  0.218
H10 0.94 3.23 -0.05  0.469
C4 -0.85 -1.32 -2.15  -0.650
H11 0.28 -1.30 1.77  0.343
H12 -1.75 -0.71 -2.06  0.226
H13 -1.07 -2.34 -2.43  0.215

Summary:
* max |F|: 1.677 eV/Å
* energy above the lowest of the compared OMol25 structures with the same formula, charge and spin: 26.91 kcal/mol
* energy: -9943.030 eV

***

Below is a cluster of 3 separate species, C4H13NO2 in total in a non-equilibrium geometry, with properties calculated with ωB97M-V with the def2-TZVPD basis set.

Each line ends with the natural charge from an NBO analysis.
CARTESIAN COORDINATES (ANGSTROEM)
H1 -1.92 -0.46 0.97  0.220
N1 1.44 -0.89 0.75  -0.832
H2 -0.06 2.22 -0.64  0.473
H3 -0.54 0.12 2.05  0.185
H4 -2.22 -0.99 -1.40  0.211
H5 -1.81 -2.61 -1.98  0.217
H6 1.68 -1.87 0.81  0.372
H7 -1.15 2.46 -1.66  0.462
H8 0.57 1.68 1.47  0.464
O1 -0.20 2.53 -1.55  -0.937
O2 1.39 2.19 1.47  -0.942
H9 -2.17 -2.41 -0.30  0.204
H10 2.05 1.58 1.09  0.477
C1 -0.87 -0.30 1.11  -0.538
H11 0.19 -1.10 -1.71  0.231
C2 -0.21 -1.68 -0.86  -0.453
H12 0.29 -2.64 -0.80  0.210
C3 -1.69 -1.91 -1.15  -0.605
H13 1.52 -0.51 1.69  0.362
C4 0.08 -0.80 0.32  0.219

Summary:
* max |F|: 2.490 eV/Å
* energy above the lowest of the compared OMol25 structures with the same formula, charge and spin: 20.82 kcal/mol
* energy: -9943.294 eV

***

Below is a cluster of 3 separate species, C4H13NO2 in total in a non-equilibrium geometry, with properties calculated with ωB97M-V with the def2-TZVPD basis set.

Each line ends with the natural charge from an NBO analysis.
CARTESIAN COORDINATES (ANGSTROEM)
H1 1.79 -0.49 0.26  0.411
H2 -0.52 -1.89 1.60  0.192
H3 1.33 2.24 1.44  0.461
H4 -2.07 -1.24 -0.54  0.231
C1 -0.08 -0.64 -0.68  0.229
C2 -1.19 -1.63 -1.04  -0.680
H5 0.55 1.44 -0.74  0.197
C3 0.46 -2.03 1.25  -0.395
H6 -0.91 3.06 -0.56  0.459
C4 -0.05 0.62 -1.18  -0.581
H7 0.54 -3.09 0.83  0.166
H8 -0.88 -2.68 -0.76  0.221
O1 0.90 1.87 2.10  -0.932
H9 1.21 -1.94 1.97  0.212
H10 -0.59 0.87 -1.91  0.165
N1 0.78 -0.94 0.35  -0.620
H11 0.28 3.10 -1.54  0.475
O2 -0.08 3.37 -0.57  -0.922
H12 -1.41 -1.80 -2.15  0.236
H13 -0.04 1.79 1.87  0.473

Summary:
* max |F|: 7.836 eV/Å
* energy above the lowest of the compared OMol25 structures with the same formula, charge and spin: 76.84 kcal/mol
* energy: -9940.864 eV

***

Below is a cluster of 3 separate species, C4H13NO2 in total in a non-equilibrium geometry, with properties calculated with ωB97M-V with the def2-TZVPD basis set.

Each line ends with the natural charge from an NBO analysis.
CARTESIAN COORDINATES (ANGSTROEM)
H1 -2.38 -1.00 1.65  0.217
H2 1.64 -1.79 -0.86  0.492
C1 -0.52 0.57 0.63  0.028
H3 -0.77 -1.31 -2.87  0.473
H4 1.20 0.28 -0.44  0.422
H5 0.72 -0.47 1.86  0.206
H6 -1.19 -2.37 1.67  0.217
H7 -0.24 2.82 -0.29  0.194
H8 0.22 2.51 -1.92  0.203
H9 3.06 -1.43 -0.05  0.496
H10 -1.51 -1.46 3.03  0.198
O1 -0.94 -0.34 -2.61  -1.042
N1 0.28 0.82 -0.53  -0.668
C2 0.44 2.25 -0.87  -0.413
H11 -1.29 1.24 0.63  0.162
H12 1.41 2.57 -0.59  0.191
O2 2.00 -1.31 -0.10  -0.959
H13 -0.40 0.14 -1.86  0.501
C3 -1.43 -1.33 1.96  -0.630
C4 -0.32 -0.40 1.56  -0.287

Summary:
* max |F|: 4.110 eV/Å
* energy above the lowest of the compared OMol25 structures with the same formula, charge and spin: 70.24 kcal/mol
* energy: -9941.151 eV

***

Repeat the eighth record exactly.
Below is a cluster of 3 separate species, C4H13NO2 in total in a non-equilibrium geometry, with properties calculated with ωB97M-V with the def2-TZVPD basis set.

Each line ends with the natural charge from an NBO analysis.
CARTESIAN COORDINATES (ANGSTROEM)
H1 -2.38 -1.00 1.65  0.217
H2 1.64 -1.79 -0.86  0.492
C1 -0.52 0.57 0.63  0.028
H3 -0.77 -1.31 -2.87  0.473
H4 1.20 0.28 -0.44  0.422
H5 0.72 -0.47 1.86  0.206
H6 -1.19 -2.37 1.67  0.217
H7 -0.24 2.82 -0.29  0.194
H8 0.22 2.51 -1.92  0.203
H9 3.06 -1.43 -0.05  0.496
H10 -1.51 -1.46 3.03  0.198
O1 -0.94 -0.34 -2.61  -1.042
N1 0.28 0.82 -0.53  -0.668
C2 0.44 2.25 -0.87  -0.413
H11 -1.29 1.24 0.63  0.162
H12 1.41 2.57 -0.59  0.191
O2 2.00 -1.31 -0.10  -0.959
H13 -0.40 0.14 -1.86  0.501
C3 -1.43 -1.33 1.96  -0.630
C4 -0.32 -0.40 1.56  -0.287

Summary:
* max |F|: 4.110 eV/Å
* energy above the lowest of the compared OMol25 structures with the same formula, charge and spin: 70.24 kcal/mol
* energy: -9941.151 eV

***

Look up the energy of the first one. -9942.695 eV